1.
The following is a quantum chemistry calculation of 7 unconnected molecules or ions with the total composition C20H57N3O11, from OMol25.

The calculation puts the molecular weight at 515.686 g/mol. Its highest occupied orbital energy is -9.0 eV. For the largest force on an atom, the calculation gives 0.0671 hartree/bohr. The calculation puts the total energy at -48653.0971 eV. Its SMILES is COC[C@H](C)N.COC[C@H](C)N.COC[C@H](C)N.OCCO.OCCO.OCCO.OCCO. Its total charge is 0. As for the energy above the lowest of the compared OMol25 structures with the same formula, charge and spin: 131.84 kJ/mol. The calculation puts the lowest unoccupied orbital energy at 0.2 eV.

Structure (XYZ):
```
91
Properties=species:S:1:pos:R:3:forces:R:3
O -1.531 -5.035 -2.125 -0.094 0.092 0.021
H -0.532 -1.118 5.520 -0.473 0.271 -0.228
H -2.811 -0.314 -2.514 0.025 0.164 0.763
H -4.135 2.576 -2.657 0.114 -0.008 0.661
H 1.524 -1.945 5.044 -0.437 -0.475 -0.344
H 1.698 6.337 1.035 1.134 -1.384 -0.435
C -0.020 2.829 -3.081 -0.777 -1.708 -1.059
H -1.752 1.836 -2.549 0.550 0.246 -0.133
H -2.366 -5.384 0.458 -0.115 -0.029 -0.183
C 3.130 -2.768 -0.805 0.155 0.452 0.251
H 0.314 3.205 3.051 0.474 -0.271 -0.137
N 4.077 -2.668 -3.115 -0.929 0.092 -1.402
H -2.266 -0.425 -0.919 -0.088 -0.141 0.198
O -1.241 -3.951 1.283 -1.248 0.198 1.122
H 2.906 6.737 -1.142 -0.027 0.180 -0.027
C 2.049 4.152 1.080 -0.532 0.876 -1.040
O -1.413 2.417 -3.266 0.657 0.552 0.610
H 0.152 3.713 -2.500 -0.460 0.566 0.620
H 3.355 0.037 -1.047 0.206 -0.806 -0.166
N -2.674 0.176 -1.619 0.363 0.286 -1.787
H -6.232 3.212 -3.247 0.663 0.545 -0.269
C -4.570 1.638 -2.281 -0.851 -1.034 -1.118
H -1.204 -1.957 0.697 -0.020 -0.982 0.700
C 2.486 5.589 0.626 -0.965 0.326 -0.723
H -4.241 2.305 0.557 0.425 -0.674 -0.955
H 2.122 -2.757 -1.225 -0.330 0.143 -0.060
C 0.805 1.662 -2.541 -0.195 -1.383 -0.966
O -5.869 1.829 -1.704 0.562 0.703 -1.124
H 2.719 3.312 0.793 -0.102 0.541 -0.458
H 1.786 2.252 2.581 0.118 -1.707 -0.845
H 1.605 -0.657 0.623 0.256 0.171 -1.411
H -7.275 1.807 -3.258 0.417 -0.128 0.014
H 2.830 -6.011 -0.527 0.039 0.400 0.354
H 1.007 3.921 0.711 0.837 0.193 0.051
C -1.470 -4.107 -1.067 -1.189 -0.756 1.168
H -1.262 -3.999 4.745 0.827 -1.347 0.267
H 3.906 5.622 2.056 0.004 0.186 0.171
H 4.209 -3.672 -3.103 0.319 -0.015 0.511
H 5.063 -2.231 -1.465 0.929 0.750 0.657
O 2.060 4.248 2.454 -0.943 -1.232 2.565
H -0.367 -3.595 1.402 1.327 0.150 -0.283
H -2.327 -2.924 5.479 -1.022 0.135 1.015
H -2.414 -3.537 -0.938 0.467 0.125 -0.584
C -0.365 -2.188 5.459 0.057 -0.505 -0.245
C -6.712 2.500 -2.610 -1.357 -0.804 0.224
H -4.616 0.223 -0.791 -0.375 -0.553 0.055
H 1.756 3.022 4.131 -0.205 0.283 -0.369
H 3.070 5.022 -1.441 -0.002 -0.234 0.107
H -7.482 2.999 -2.042 -0.138 0.354 0.323
N 3.781 6.014 1.129 0.551 -0.585 0.092
H -2.755 2.542 -0.373 0.265 0.555 -0.454
C 2.547 -4.992 -0.210 -0.185 -0.412 0.214
C 0.989 -0.759 1.468 -0.093 -1.336 3.179
H -1.818 -3.298 3.010 -0.196 1.039 -0.176
H 1.465 -0.209 2.288 0.175 0.174 -0.107
O 3.523 -4.102 -0.615 1.401 0.261 -0.804
H 3.101 -2.236 0.174 0.062 -0.212 -0.485
H 1.473 5.744 -1.233 -0.981 -0.110 -0.649
C 4.072 -2.045 -1.813 -2.074 -0.721 1.098
H 1.617 -4.757 -0.712 -0.611 0.011 -0.048
C 1.412 3.085 3.086 0.429 2.657 0.475
C 2.481 5.766 -0.906 0.618 0.021 1.011
O 0.776 -2.449 4.667 1.533 0.562 -0.050
H 0.269 3.051 -4.123 0.300 -0.070 0.475
H 4.535 5.604 0.564 -0.446 0.205 0.160
C 3.556 -0.590 -1.935 0.821 0.101 -1.099
O -1.866 -2.511 3.596 -0.131 -0.150 -2.086
H 2.658 -0.587 -2.577 0.045 -0.186 0.496
H -0.632 -3.431 -1.189 0.319 0.221 0.213
C -0.416 -0.272 1.385 -0.125 0.214 -0.562
H 2.423 -4.920 0.876 -0.257 -0.297 0.009
H 1.894 1.800 -2.641 -0.387 0.303 0.168
H -1.892 -4.535 -2.852 -0.129 -0.142 -0.680
O 1.005 -2.166 1.850 0.124 -0.041 -0.645
H 3.175 -2.558 -3.593 0.373 0.214 0.276
O -1.135 -1.050 0.440 -0.291 1.171 -0.483
H -2.845 1.245 0.709 -0.206 -0.375 -0.082
H -0.328 0.724 0.947 -0.423 0.184 0.242
H -0.166 -2.528 6.469 -0.216 -0.278 0.360
H -0.642 -5.644 0.243 0.250 -0.143 0.003
H 0.552 0.761 -3.205 0.352 1.073 0.776
H 4.288 -0.068 -2.562 0.014 0.206 0.205
H -0.922 -0.228 2.378 0.346 -0.195 -0.654
H -4.650 1.009 -3.240 -0.012 0.402 1.195
O 0.528 1.312 -1.174 0.198 0.460 -0.708
H 0.977 -2.283 2.815 -0.195 0.365 0.008
C -1.422 -4.888 0.258 0.735 0.391 -0.783
C -3.438 1.783 -0.036 -0.293 0.696 1.331
C -1.493 -2.973 4.826 0.121 0.836 1.455
C -3.860 0.883 -1.186 0.507 0.283 0.861
H -0.300 0.824 -1.206 -0.340 -0.156 0.179
```
Positions in Å, forces in eV/Å.

=====

2.
The following is a quantum chemistry calculation of 7 unconnected molecules or ions with the total composition C20H57N3O7, from OMol25.

The calculation puts the molecular weight at 451.690 g/mol. Its highest occupied orbital energy is -9.2 eV. For the largest force on an atom, the calculation gives 0.0193 hartree/bohr. The calculation puts the total energy at -40464.8399 eV. Its SMILES is COC[C@H](C)N.COC[C@H](C)N.COC[C@H](C)N.CCO.CCO.CCO.CCO. Its total charge is 0. As for the energy above the lowest of the compared OMol25 structures with the same formula, charge and spin: 13.97 kJ/mol. The calculation puts the lowest unoccupied orbital energy at 0.7 eV.

Structure (XYZ):
```
87
Properties=species:S:1:pos:R:3:forces:R:3
H -8.912 -2.740 -16.754 -0.047 -0.074 -0.108
H -7.938 -8.025 -14.386 0.074 0.065 -0.091
O -4.870 -2.967 -18.714 0.150 -0.579 0.029
H -6.609 -6.934 -13.958 0.154 -0.012 -0.028
H -0.183 -9.343 -15.456 -0.169 0.003 0.179
H -1.662 -0.829 -15.209 0.069 0.058 -0.014
H 3.376 -4.776 -16.618 -0.034 0.053 0.087
H -2.063 -2.637 -16.975 -0.389 -0.107 -0.310
H -4.196 -7.717 -20.813 -0.317 0.076 -0.102
H -5.730 -10.214 -20.722 -0.131 0.060 -0.086
O -4.778 -6.705 -16.555 -0.449 -0.142 0.019
H -5.909 -9.042 -21.866 -0.096 -0.051 0.017
C -8.498 -3.048 -17.720 -0.444 0.086 0.814
H -7.971 -6.450 -16.216 0.218 0.047 -0.069
H -4.362 -4.771 -19.648 -0.055 0.109 0.121
C -7.034 -2.653 -17.692 0.165 0.786 -0.230
C -8.123 -6.029 -15.220 -0.385 -0.166 0.146
H -3.511 -4.418 -17.037 0.163 0.155 -0.061
H -3.069 -7.000 -15.424 0.133 0.074 -0.210
H -1.943 -4.898 -16.267 -0.238 0.241 0.179
O 2.430 -4.927 -16.703 0.100 -0.434 -0.276
H -1.471 -9.435 -18.042 -0.047 0.118 -0.075
H -3.252 -2.490 -14.817 -0.014 -0.127 -0.157
H -2.989 -1.240 -17.596 0.217 0.188 -0.046
C -3.652 -6.185 -15.868 -0.139 0.110 0.270
H 0.907 -7.798 -12.392 0.062 0.043 -0.164
H -3.059 -3.597 -19.456 -0.023 0.192 0.071
C 0.409 -8.841 -14.688 0.100 -0.102 -0.603
H 0.466 -6.366 -18.976 -0.131 0.235 -0.169
H -6.560 -2.606 -19.786 -0.252 -0.194 -0.011
H 0.204 -4.899 -17.915 -0.184 -0.049 -0.379
H 2.509 -4.870 -18.756 -0.011 -0.223 -0.105
C -2.334 -8.959 -17.555 0.276 -0.737 0.482
C -2.861 -5.242 -16.753 0.416 -0.503 -0.030
H 2.800 -6.486 -18.074 -0.025 -0.009 0.124
C -2.562 -1.704 -16.708 0.671 -0.174 0.703
H -5.523 -6.865 -18.963 0.076 -0.043 -0.089
C -3.404 -9.896 -13.666 0.184 0.260 -0.355
H -2.902 -9.749 -17.041 0.140 0.078 0.064
H -2.916 -9.556 -20.071 -0.139 -0.005 -0.019
H -1.981 -8.256 -16.807 0.021 0.096 -0.028
O -2.439 -9.017 -14.238 -0.183 -0.286 -0.021
C -4.119 -3.700 -19.674 -0.280 0.036 -0.092
H -0.737 -7.044 -14.707 0.075 0.110 0.088
C -1.615 -8.381 -13.288 0.023 0.268 0.060
H -1.279 -9.086 -12.513 -0.032 -0.008 -0.038
H -8.679 -4.120 -17.791 0.238 -0.010 -0.126
O -1.500 -0.897 -16.154 -0.436 0.192 -0.299
H -7.596 -0.745 -18.208 -0.063 -0.140 0.149
H -4.475 -2.493 -16.107 -0.182 0.036 0.021
H -6.515 -4.231 -19.034 0.297 0.013 -0.027
H -2.193 -7.575 -12.805 0.105 -0.110 0.140
H -9.100 -2.535 -18.474 0.322 -0.005 -0.252
C 0.729 -5.843 -18.060 0.029 -0.250 0.712
H -6.160 -8.443 -18.578 -0.223 -0.119 -0.191
C -7.679 -6.992 -14.132 -0.406 -0.170 0.121
H -2.999 -10.912 -13.603 0.023 0.052 0.218
C -3.722 -9.187 -19.423 0.500 -0.057 0.360
C -3.647 -1.938 -15.678 0.360 0.112 0.294
N -6.944 -1.187 -17.559 0.020 0.293 -0.440
H -6.574 -3.034 -16.782 -0.011 -0.377 -0.006
H -0.065 -6.516 -12.376 0.122 0.097 -0.207
H -4.268 -9.918 -14.330 0.007 0.044 -0.009
C -6.265 -3.169 -18.887 -0.109 0.024 -0.342
H -3.983 -0.975 -15.283 -0.269 -0.044 -0.201
C -5.854 -7.805 -19.412 0.344 0.255 -0.049
H -4.327 -3.338 -20.691 0.075 0.033 0.099
N 0.496 -7.093 -13.003 -0.528 -0.171 0.163
O -3.158 -8.295 -18.460 -0.735 0.239 -0.620
H -4.146 -10.067 -18.905 -0.092 0.221 -0.050
H 0.762 -9.612 -13.997 0.079 0.081 0.039
H -6.034 -0.863 -17.883 0.031 -0.177 0.290
H -4.483 -7.310 -17.253 0.271 0.158 0.118
H 1.255 -8.401 -15.220 0.100 0.020 0.283
H 0.433 -6.480 -17.219 0.032 -0.030 -0.084
H -6.626 -4.776 -15.383 0.009 -0.232 -0.002
O -7.542 -4.749 -15.086 0.152 0.299 -0.018
H -3.728 -9.540 -12.685 0.005 -0.081 0.037
C -0.387 -7.773 -13.969 0.057 -0.218 0.185
H -2.508 -5.747 -17.660 -0.250 -0.072 0.009
H -8.219 -6.761 -13.210 0.277 0.059 0.067
N -5.261 -9.461 -21.213 0.266 0.079 0.095
C 2.206 -5.572 -17.969 0.178 0.682 0.101
H -9.197 -5.859 -15.104 0.016 -0.027 -0.150
H -4.065 -5.629 -15.016 0.051 0.003 -0.095
C -4.765 -8.470 -20.256 0.236 -0.127 0.022
H -6.695 -7.564 -20.063 -0.171 -0.099 0.159
```
Positions in Å, forces in eV/Å.